Entry 1:
This record from the Open Molecules 2025 dataset describes a 9-piece molecular cluster, H19O9 overall at a distorted geometry. The level of theory is the ωB97M-V functional and the def2-TZVPD basis.

CARTESIAN COORDINATES (ANGSTROEM)
H1 3.604 -1.630 0.180
H2 4.469 1.630 1.083
O1 -1.829 -0.068 -2.765
O2 1.419 1.359 -0.248
O3 -2.616 1.259 2.221
H3 -1.137 -0.732 -2.773
H4 -0.627 -3.971 1.961
O4 2.740 -1.090 0.248
O5 -1.035 0.424 -0.282
H5 -3.257 0.916 2.852
H6 0.017 -0.360 -0.533
H7 0.869 -3.813 1.764
O6 0.143 -3.519 2.323
H8 -2.504 2.132 2.612
H9 0.329 -0.827 -2.125
O7 -3.513 1.361 -1.424
H10 -2.404 -0.138 -3.544
H11 -3.672 2.014 -2.111
H12 -1.573 0.306 0.495
H13 4.186 0.380 2.244
H14 1.599 -0.946 -1.029
H15 -3.644 1.918 -0.621
H16 -1.818 0.547 -0.939
O8 0.617 -1.140 -1.227
H17 3.192 -0.307 0.632
H18 0.602 1.327 0.296
O9 4.312 0.747 1.383
H19 1.534 2.221 -0.670

Output
Total charge: +1
Relative energy (zero: lowest compared OMol25 entry of this formula, charge and spin): 67.6 kcal per mole
Gap between HOMO and LUMO: 10.97 eV

---

Entry 2:
This record from the Open Molecules 2025 dataset describes a 2-piece molecular cluster, H2 overall at a distorted geometry. The level of theory is the ωB97M-V functional and the def2-TZVPD basis.

CARTESIAN COORDINATES (ANGSTROEM)
H1 0.000 0.000 -1.078
H2 0.000 0.000 1.078

Output
Total charge: 0
Relative energy (zero: lowest compared OMol25 entry of this formula, charge and spin): 126.0 kcal per mole
Gap between HOMO and LUMO: 7.55 eV

---

Entry 3:
This record from the Open Molecules 2025 dataset describes a 2-piece molecular cluster, H2 overall at a distorted geometry. The level of theory is the ωB97M-V functional and the def2-TZVPD basis.

CARTESIAN COORDINATES (ANGSTROEM)
H1 0.000 0.000 -1.094
H2 0.000 0.000 1.094

Output
Total charge: 0
Relative energy (zero: lowest compared OMol25 entry of this formula, charge and spin): 128.0 kcal per mole
Gap between HOMO and LUMO: 7.43 eV

---

Entry 4:
This record from the Open Molecules 2025 dataset describes H20HeO10 as an isolated structure at a distorted geometry. The level of theory is the ωB97M-V functional and the def2-TZVPD basis.

CARTESIAN COORDINATES (ANGSTROEM)
H1 -3.122 -1.690 -1.411
O1 -0.753 2.552 -0.850
H2 3.039 -0.206 0.238
H3 1.361 -1.915 0.425
O2 3.489 0.639 0.259
H4 0.615 1.088 -4.397
H5 2.735 -2.456 0.092
H6 0.081 2.709 -0.406
H7 4.026 0.605 1.050
H8 2.141 1.927 0.817
H9 -1.108 3.244 2.194
H10 -1.723 -0.205 -1.991
O3 0.657 0.144 -4.242
O4 1.454 2.593 0.789
O5 -2.245 -2.047 -1.266
He1 -0.222 0.040 0.008
O6 -1.433 0.461 -2.613
H11 0.851 2.346 1.490
H12 -0.905 -2.801 -0.009
H13 -0.410 -2.635 1.412
H14 -1.351 1.993 3.012
H15 -2.263 -2.907 -1.686
H16 -1.395 2.499 -0.142
H17 -0.089 -0.038 -3.670
O7 -1.002 -1.827 3.040
O8 2.293 -1.763 0.583
O9 -0.921 2.305 2.216
H18 -0.683 -1.308 3.779
O10 -0.274 -3.153 0.618
H19 -1.070 1.158 -2.067
H20 -1.772 -1.351 2.728

Output
Total charge: 0
Relative energy (zero: lowest compared OMol25 entry of this formula, charge and spin): 12.9 kcal per mole
Gap between HOMO and LUMO: 9.57 eV

---

Entry 5:
This record from the Open Molecules 2025 dataset describes H20NO13 as an isolated structure at a distorted geometry. The level of theory is the ωB97M-V functional and the def2-TZVPD basis.

CARTESIAN COORDINATES (ANGSTROEM)
H1 14.440 12.337 13.430
H2 16.980 13.936 11.842
H3 19.338 12.523 15.303
O1 16.790 12.475 13.436
H4 19.795 12.338 12.459
H5 17.340 13.066 14.440
H6 19.131 10.351 15.576
H7 17.437 12.916 15.944
O2 17.670 13.503 15.225
O3 15.963 14.278 13.778
H8 17.742 12.720 9.371
O4 18.828 11.867 13.650
O5 16.264 13.484 11.395
O6 19.386 10.059 14.701
O7 17.855 14.412 12.162
H9 16.815 14.148 14.195
O8 19.901 12.901 15.978
O9 14.688 11.875 12.629
H10 19.101 10.941 11.849
H11 18.253 14.957 12.841
N1 17.863 12.071 12.996
H12 15.435 13.537 14.076
H13 18.213 12.021 10.628
O10 18.300 12.005 9.675
H14 21.058 13.062 12.046
O11 20.201 12.790 11.720
O12 17.988 11.946 11.748
H15 18.306 13.571 12.233
H16 16.186 12.646 11.853
H17 15.626 11.713 12.726
O13 19.312 10.012 11.752
H18 18.636 9.558 12.255
H19 19.409 12.790 16.791
H20 18.892 10.625 14.107

Output
Total charge: -1
Relative energy (zero: lowest compared OMol25 entry of this formula, charge and spin): 355.2 kcal per mole
Gap between HOMO and LUMO: 7.55 eV

---

Entry 6:
This record from the Open Molecules 2025 dataset describes a 11-piece molecular cluster, H20NO13 overall. The level of theory is the ωB97M-V functional and the def2-TZVPD basis.

CARTESIAN COORDINATES (ANGSTROEM)
H1 -6.955 -21.044 14.820
H2 -7.616 -22.781 19.949
O1 -5.210 -24.211 18.431
H3 -4.952 -23.595 20.787
H4 -8.685 -23.690 19.344
O2 -8.065 -23.622 20.075
O3 -3.682 -24.711 15.626
O4 -5.200 -26.544 20.850
H5 -3.453 -24.220 16.431
H6 -4.688 -26.923 21.570
O5 -4.226 -22.590 17.377
O6 -5.624 -23.799 21.454
H7 -5.370 -20.637 18.684
H8 -4.473 -24.269 15.308
O7 -6.126 -26.818 16.470
O8 -6.297 -22.406 17.979
H9 -7.377 -21.448 16.225
O9 -7.831 -26.250 19.240
H10 -7.803 -25.846 18.368
H11 -2.858 -22.293 20.050
H12 -2.715 -20.994 14.750
H13 -3.712 -21.466 15.806
H14 -5.492 -27.088 17.139
O10 -3.051 -23.210 20.267
O11 -5.015 -19.877 19.169
H15 -2.903 -23.683 19.440
H16 -4.692 -26.729 20.055
H17 -6.107 -25.856 16.514
O12 -7.644 -20.900 15.474
N1 -5.241 -23.082 17.944
H18 -4.110 -20.131 19.368
H19 -5.468 -23.177 22.170
H20 -8.042 -27.174 19.075
O13 -3.318 -20.668 15.424

Output
Total charge: -1
Relative energy (zero: lowest compared OMol25 entry of this formula, charge and spin): 52.7 kcal per mole
Gap between HOMO and LUMO: 9.49 eV

---

Entry 7:
This record from the Open Molecules 2025 dataset describes H20Na3O14S as an isolated structure at a distorted geometry. The level of theory is the ωB97M-V functional and the def2-TZVPD basis.

CARTESIAN COORDINATES (ANGSTROEM)
H1 11.817 -8.672 -0.887
H2 11.699 -11.132 0.373
O1 13.609 -10.567 2.945
O2 14.716 -11.943 -1.778
O3 15.823 -11.720 0.246
O4 14.685 -9.818 -0.713
H3 17.185 -10.679 1.003
H4 15.873 -8.068 -3.804
O5 14.647 -11.564 -4.443
H5 14.217 -12.295 -4.901
H6 16.089 -12.243 1.961
O6 16.338 -12.581 2.837
H7 14.525 -8.307 -3.110
H8 13.380 -7.908 1.010
Na1 15.913 -8.158 0.703
H9 16.113 -13.516 2.823
O7 13.374 -11.653 0.173
Na2 16.671 -10.188 -2.186
O8 13.869 -7.978 1.862
H10 12.496 -14.177 -1.380
O9 12.627 -8.166 -0.724
H11 10.316 -11.501 -0.180
H12 13.896 -9.655 2.791
H13 13.525 -10.954 2.070
H14 12.207 -12.809 0.902
O10 17.607 -9.980 1.522
H15 17.456 -10.243 2.443
H16 13.328 -8.836 -0.698
O11 15.055 -8.576 -3.876
H17 13.547 -7.229 2.379
H18 12.582 -13.674 2.114
O12 10.792 -10.794 0.272
H19 14.369 -11.661 -3.523
O13 12.204 -13.385 -1.844
Na3 16.704 -13.323 -1.029
S1 14.614 -11.260 -0.463
O14 11.887 -13.542 1.462
H20 12.915 -12.736 -1.708

Output
Total charge: +1
Relative energy (zero: lowest compared OMol25 entry of this formula, charge and spin): 0.0 kcal per mole
Gap between HOMO and LUMO: 7.36 eV

---

Entry 8:
This record from the Open Molecules 2025 dataset describes a 10-piece molecular cluster, H20O10 overall at a distorted geometry. The level of theory is the ωB97M-V functional and the def2-TZVPD basis.

CARTESIAN COORDINATES (ANGSTROEM)
H1 1.261 3.256 -2.359
O1 0.590 2.707 -2.791
H2 2.590 2.268 0.595
H3 -2.306 -2.510 -1.054
O2 1.688 1.985 0.780
H4 -1.470 -2.068 -2.942
H5 -0.465 -3.139 -2.504
H6 -2.064 2.126 0.911
H7 1.881 -0.284 2.544
H8 0.447 -3.730 1.009
O3 1.119 -0.869 2.386
H9 2.743 -1.683 -0.337
H10 -0.624 0.632 -1.441
O4 -0.190 -3.070 0.722
O5 -2.113 3.017 1.269
H11 -0.394 2.165 3.164
H12 1.086 1.875 -2.734
O6 -0.548 -2.324 -3.011
O7 2.093 -1.120 -0.793
H13 0.499 -0.255 2.817
O8 -1.019 0.182 -0.674
O9 -0.054 3.034 2.932
H14 2.339 -1.227 -1.727
H15 0.801 2.844 2.521
H16 -1.552 -3.335 -0.073
H17 -0.339 -0.517 -0.719
H18 0.209 -2.213 0.924
H19 -1.251 3.429 1.173
O10 -2.245 -3.435 -0.787
H20 1.616 1.079 0.444

Output
Total charge: -1
<S²>: 0.75
2S+1: 2
Relative energy (zero: lowest compared OMol25 entry of this formula, charge and spin): 17.6 kcal per mole
Gap between HOMO and LUMO (alpha / beta): 3.29 / 10.46 eV

---

Entry 9:
This record from the Open Molecules 2025 dataset describes a 10-piece molecular cluster, H20O10 overall at a distorted geometry. The level of theory is the ωB97M-V functional and the def2-TZVPD basis.

CARTESIAN COORDINATES (ANGSTROEM)
H1 -1.678 -1.772 -3.309
O1 -3.066 -0.360 4.341
O2 0.423 -0.457 0.399
H2 -2.573 -2.341 0.083
H3 1.562 3.099 -1.072
O3 2.140 2.328 -1.093
O4 -0.928 2.483 -2.694
H4 4.104 1.526 0.922
O5 -1.994 -2.671 -3.166
H5 -3.885 0.088 4.579
H6 2.186 -2.633 -4.892
H7 -2.590 0.289 3.811
H8 0.215 -1.769 2.191
H9 -1.226 -3.222 -3.352
O6 3.395 2.153 1.101
H10 3.764 2.739 1.771
H11 0.892 -2.959 -4.164
H12 -0.404 -0.151 0.789
H13 -0.110 3.189 3.258
H14 1.348 3.613 3.204
H15 -2.657 -2.527 1.589
O7 0.467 3.885 2.924
O8 1.583 -3.360 -4.703
H16 3.001 2.687 -1.333
H17 -1.597 1.790 -2.645
H18 -0.513 2.470 -1.825
H19 -0.215 -2.740 1.103
O9 0.568 -2.342 1.501
H20 0.149 -1.127 -0.237
O10 -2.360 -1.905 0.916

Output
Total charge: 0
SMILES: O.O.O.O.O.O.O.O.O.O
Relative energy (zero: lowest compared OMol25 entry of this formula, charge and spin): 115.7 kcal per mole
Gap between HOMO and LUMO: 9.00 eV

---

Entry 10:
This record from the Open Molecules 2025 dataset describes a 10-piece molecular cluster, H20O10 overall at a distorted geometry. The level of theory is the ωB97M-V functional and the def2-TZVPD basis.

CARTESIAN COORDINATES (ANGSTROEM)
O1 0.306 -0.318 -1.927
H1 2.774 -0.350 -2.965
H2 0.163 -1.061 -1.317
H3 2.041 -1.989 -0.385
H4 -2.363 -0.394 -0.785
O2 0.353 -2.154 2.384
O3 2.375 -1.808 -1.279
H5 -1.051 0.765 3.654
H6 -2.945 1.651 0.195
O4 0.132 0.148 0.556
H7 3.246 1.077 -2.455
O5 -2.945 -0.706 -0.105
O6 1.501 2.259 1.774
H8 -2.349 1.918 1.586
H9 -1.636 -0.800 -2.931
H10 2.727 -2.662 -1.347
H11 -0.252 1.991 3.959
O7 -2.093 1.900 0.576
H12 -0.005 1.063 0.237
H13 -0.738 -0.101 0.212
H14 0.498 -1.400 2.843
O8 -1.161 1.696 3.636
H15 -3.003 -1.635 -0.125
O9 -1.218 -1.072 -3.738
H16 -0.196 -2.606 3.177
H17 1.752 3.088 1.424
H18 0.852 0.293 -1.592
H19 -0.264 -1.226 -3.533
O10 2.419 0.568 -2.792
H20 1.082 1.865 1.064

Output
Total charge: 0
SMILES: O.O.O.O.O.O.O.O.O.O
Relative energy (zero: lowest compared OMol25 entry of this formula, charge and spin): 125.5 kcal per mole
Gap between HOMO and LUMO: 10.45 eV

---

Entry 11:
This record from the Open Molecules 2025 dataset describes a 10-piece molecular cluster, H20O10 overall at a distorted geometry. The level of theory is the ωB97M-V functional and the def2-TZVPD basis.

CARTESIAN COORDINATES (ANGSTROEM)
H1 0.458 1.131 2.091
H2 -0.309 -0.259 -0.183
H3 3.354 2.002 -0.293
H4 1.251 3.262 0.009
H5 -3.442 -1.992 -0.286
H6 -2.256 -1.342 -1.025
O1 -3.066 -1.166 -0.546
H7 3.057 0.160 -1.539
H8 2.107 -0.406 -0.571
H9 -1.651 -2.747 -2.273
H10 1.713 -2.902 0.596
H11 -2.976 0.392 0.360
O2 0.249 2.031 1.691
H12 0.101 1.169 0.164
H13 -1.026 -1.399 -2.398
H14 2.851 1.801 1.136
O3 -2.785 1.239 0.684
H15 0.546 -2.139 1.259
O4 0.178 0.506 -0.508
H16 1.064 4.408 -1.020
O5 0.619 3.867 -0.357
O6 -0.880 -2.238 -1.928
O7 -1.115 -2.610 0.936
H17 -1.496 -2.923 0.124
H18 -0.668 2.294 1.841
H19 -0.963 -3.468 1.402
O8 2.802 -0.713 -1.140
O9 3.032 2.457 0.454
O10 1.540 -2.257 1.268
H20 -2.298 1.842 0.039

Output
Total charge: 0
SMILES: O.O.O.O.O.O.O.O.O.O
Relative energy (zero: lowest compared OMol25 entry of this formula, charge and spin): 76.7 kcal per mole
Gap between HOMO and LUMO: 10.32 eV

---

Entry 12:
This record from the Open Molecules 2025 dataset describes a 10-piece molecular cluster, H20O10 overall at a distorted geometry. The level of theory is the ωB97M-V functional and the def2-TZVPD basis.

CARTESIAN COORDINATES (ANGSTROEM)
O1 3.161 -0.517 -0.618
H1 -3.199 -0.658 -3.443
H2 -1.078 2.883 1.907
H3 -2.638 1.242 0.734
H4 0.502 3.242 -0.258
H5 -2.097 -2.471 -0.065
O2 1.903 -0.864 1.446
O3 -3.417 0.757 0.452
H6 -0.874 -3.015 -0.683
H7 0.195 0.438 -0.776
H8 4.123 -1.014 -0.689
O4 -1.169 -2.112 -0.464
H9 -0.476 -0.567 -0.164
O5 1.048 2.833 0.544
O6 0.128 -2.990 2.183
H10 -2.194 -0.758 -2.478
H11 -0.041 -2.742 1.261
H12 0.466 -2.234 2.541
O7 -2.568 -0.079 -2.886
O8 -0.267 0.404 0.014
H13 2.116 1.800 -2.479
O9 -1.176 1.953 1.849
H14 -0.777 1.520 1.079
O10 1.642 1.419 -1.748
H15 2.068 -0.454 2.342
H16 2.701 -0.761 0.181
H17 1.323 -0.329 0.950
H18 2.260 0.797 -1.478
H19 -3.422 -0.059 0.682
H20 1.757 2.343 0.057

Output
Total charge: 0
SMILES: O.O.O.O.O.O.O.O.O.O
Relative energy (zero: lowest compared OMol25 entry of this formula, charge and spin): 120.4 kcal per mole
Gap between HOMO and LUMO: 9.99 eV